# 1
{"formula": "C10H19GdN2", "method": "the ωB97M-V functional and the def2-TZVPD basis", "elements": ["C", "C", "H", "H", "H", "H", "Gd", "C", "C", "C", "C", "H", "H", "H", "C", "H", "H", "N", "C", "C", "C", "N", "H", "H", "H", "H", "H", "H", "H", "H", "H", "H"], "xyz": [[-0.8825, 1.8200, -2.0818], [-1.2675, 0.5107, -2.3936], [0.1354, 2.2124, -2.2639], [-1.6334, 2.5982, -1.8196], [-2.3429, 0.2290, -2.4542], [-0.5933, -0.2085, -2.9116], [-0.6313, 0.6006, 0.0769], [-1.9250, 1.2299, 2.0376], [-2.9481, 1.0072, 1.0395], [-1.9477, -1.0519, 1.5017], [-1.3130, -0.0542, 2.3468], [-3.6495, 1.7630, 0.6596], [-3.7149, -0.9100, 0.0978], [-1.8099, -2.1414, 1.5817], [-2.9634, -0.3952, 0.7141], [-0.5397, -0.2459, 3.1031], [-1.6745, 2.1930, 2.5077], [1.5849, 0.9845, 0.6790], [2.3473, 0.6754, -0.5765], [2.9575, -0.7201, -0.5011], [1.9055, -1.8640, -0.5605], [0.8245, -1.5984, 0.5196], [1.5458, 0.1294, 1.2638], [1.9984, 1.7543, 1.2373], [1.6178, 0.7260, -1.4055], [3.1716, 1.3914, -0.7522], [3.6727, -0.8855, -1.3348], [3.5330, -0.8456, 0.4632], [1.4242, -1.9611, -1.5427], [2.4064, -2.8263, -0.3957], [0.8032, -2.4141, 1.0991], [-0.0916, -1.7026, 0.0650]], "lowdin_spin": [0.13, 0.00, 0.00, 0.01, 0.01, 0.01, 5.78, 0.10, 0.20, 0.02, 0.35, 0.01, 0.01, 0.00, 0.28, 0.01, 0.01, 0.01, 0.00, 0.00, 0.00, 0.03, 0.00, 0.00, 0.00, 0.00, 0.00, 0.00, 0.00, 0.00, 0.00, 0.02], "spin_multiplicity": 8, "de_lowest_kcal_mol": 92.3, "homo_lumo_gap_ev": [6.1644, 6.3493], "charge": 2, "e_homo_ev": [-14.222, -17.378]}

# 2
{"formula": "C7H11NO2", "method": "the ωB97M-V functional and the def2-TZVPD basis", "elements": ["C", "C", "C", "C", "C", "C", "C", "N", "O", "O", "H", "H", "H", "H", "H", "H", "H", "H", "H", "H", "H"], "xyz": [[-2.7757, -0.2161, -0.0227], [-1.2544, -0.5968, 0.1285], [0.7602, -1.7533, 0.1834], [-0.1628, 0.4827, 0.2668], [1.1136, -0.3461, -0.2024], [-0.5223, 1.8684, -0.2529], [2.4690, 0.1195, 0.4525], [-3.7258, 0.0234, -0.8389], [-2.2544, -0.4761, 1.1511], [1.0855, -2.8195, -0.5053], [1.0064, -1.9622, 1.2413], [-0.0479, 0.8241, 1.2714], [1.0929, -0.3115, -1.3515], [-1.5973, 1.9375, -0.2752], [-0.1891, 1.8872, -1.3745], [0.0225, 2.6940, 0.2113], [3.2133, -0.4105, -0.0176], [2.3382, -0.0133, 1.6130], [2.5824, 1.2591, 0.2250], [-4.5459, 0.4652, -0.4599], [1.3913, -2.6555, -1.4433]], "mulliken_charge": [0.41, -0.15, -0.04, 0.28, 0.12, -1.30, -1.41, -0.63, -0.39, -0.46, 0.30, 0.17, 0.47, 0.35, 0.24, 0.36, 0.45, 0.33, 0.28, 0.26, 0.36], "de_lowest_kcal_mol": 167.9, "homo_lumo_gap_ev": [8.4720, 8.4697], "e_homo_ev": [-7.915, -7.913]}